Record 1
A 3-piece molecular cluster, C33H64F3N2O6 overall in a non-equilibrium geometry, computed with ωB97M-V/def2-TZVPD.

Each line ends with the Mulliken charge.
Element x y z (Å)
C (-7.26972, 0.32933, -0.83497)  -0.0090
O (7.17489, 0.61854, -2.05579)  -0.4942
H (-7.44534, -0.44991, -1.71331)  -0.1363
H (-7.91329, 0.03473, 0.11359)  0.2303
H (8.67291, 2.57884, -0.54625)  0.4685
H (10.34703, -0.30951, -0.76964)  0.3851
C (-11.17477, -3.69784, -0.43212)  -1.4593
H (6.11764, 2.92765, -1.21490)  0.3983
C (5.88849, 0.94213, 0.86062)  -0.8412
C (11.35678, 1.98959, -2.19297)  0.4170
H (-6.89697, 2.38064, -1.93382)  0.2606
C (-10.71176, 1.94714, 0.70288)  -0.1005
H (-0.13039, -3.41209, -0.41753)  0.2693
H (-10.03030, 4.18589, 0.25755)  0.2980
H (10.44107, 0.45650, -3.60996)  0.4000
H (6.99134, 2.46838, 1.73531)  0.6375
H (-9.14556, 1.44408, 2.40058)  0.2259
C (9.28087, 1.39079, 1.35171)  -0.4815
H (1.51018, -0.62794, -1.05955)  0.2586
F (11.49565, 3.37412, -2.77627)  -0.3095
H (-0.20671, -1.62669, 0.41763)  -0.2219
H (-11.80633, -3.94990, -1.29150)  0.3546
H (-0.65807, -0.55942, -2.07139)  0.2612
H (1.35980, 0.18871, 4.46188)  0.4059
H (-1.01799, -2.31550, -2.68244)  0.2629
H (3.62805, -1.22705, 1.57136)  -0.1563
H (-2.63400, -1.56691, 0.01968)  0.1463
H (-3.25244, -2.20530, -1.72471)  0.2537
H (-3.08809, 0.77148, -0.58276)  0.2118
O (10.01259, 4.45949, 1.55233)  -0.3196
H (6.60167, -1.02643, 1.76154)  0.3708
N (6.90103, 2.05233, 0.77133)  0.6063
C (3.78706, -1.30956, 0.40483)  0.2211
H (6.61996, 5.38900, 0.74424)  0.2847
C (-0.37186, -1.94210, 4.06595)  -1.4611
C (-1.04720, -1.62625, -1.70859)  -0.7199
O (7.70168, -0.74355, -0.04510)  -0.3742
H (9.30939, -1.00182, -2.18087)  0.4258
H (-10.56140, 2.70107, 2.93592)  0.2747
H (5.64152, -2.69203, 0.35438)  0.2854
H (-9.73281, -3.52965, -2.80397)  0.3410
H (2.66957, -0.41264, 3.41898)  0.0942
C (1.51196, -1.81992, -1.08309)  -0.7006
H (5.38895, 0.99571, 1.94369)  0.0761
H (-10.18762, 3.03448, -1.23129)  0.2895
H (3.45328, -0.30142, -0.12076)  0.0583
C (6.44171, -0.57316, 0.66894)  0.3030
H (-2.60850, 0.63355, -2.40313)  0.3689
H (0.45847, -0.89364, 2.38006)  0.1589
O (1.45148, -2.65303, 2.66992)  -0.4539
H (-11.85322, 2.29452, 0.71286)  0.3114
C (6.28297, 3.18058, -0.08154)  -0.1908
H (-10.92893, 0.85737, 2.72274)  0.2941
C (5.87434, 4.51024, 0.45189)  -0.7920
H (2.21953, -1.31736, 4.85813)  0.3380
H (-10.67563, 0.90893, 0.12850)  -0.0673
H (8.69974, 0.61836, 2.05129)  0.1795
N (10.52900, 3.33892, 1.64666)  0.2201
F (12.86590, 2.46529, -0.13988)  -0.2131
H (-7.81427, 2.22609, 0.85296)  0.1749
H (-11.21526, -1.74938, -2.10563)  0.3127
H (-0.04718, -2.59208, 4.88633)  0.3675
C (-7.76570, 1.80527, -1.38948)  -0.6862
C (1.81720, -0.71107, 4.03875)  -1.1405
C (8.20957, 1.70122, 0.10530)  -0.8343
H (4.70368, 4.72275, 0.54060)  0.2548
H (-0.89502, -1.07932, 4.48994)  0.3913
H (2.19842, -2.97618, 0.76129)  0.1213
H (-8.68095, -4.20307, -1.53728)  0.3674
C (5.33952, -1.60862, -0.04523)  -0.7425
C (8.07110, 0.40115, -0.88259)  0.3512
H (-7.66231, 3.81620, -0.23901)  0.2953
C (-0.01390, -2.25346, -0.55486)  0.0503
C (-5.66390, 0.31751, -0.47378)  -0.6184
O (9.55773, 2.57985, 2.18291)  -0.1998
C (9.54433, -0.00567, -1.56540)  -0.7625
H (-5.09936, -1.12466, -2.20051)  0.1859
C (-2.57599, -1.40147, -1.15903)  -0.2936
C (0.81191, -1.50361, 3.21856)  0.7044
H (-10.74360, -4.62112, -0.03274)  0.3731
H (-9.49884, -2.43920, 0.05573)  0.2368
H (1.76852, -3.20057, 3.40732)  0.2998
H (5.00150, 1.21835, 0.11207)  0.3566
H (1.64562, -2.09709, -2.23540)  0.2148
C (2.71803, -2.45908, -0.16207)  -0.2704
H (-8.40239, -2.56630, -2.17616)  0.2251
H (-11.83341, -3.26156, 0.32652)  0.3547
H (-5.44809, -0.49216, 0.35588)  0.2418
C (-10.28860, 1.74587, 2.27964)  -0.9282
C (-9.82688, 3.07657, -0.09884)  -0.6719
C (-4.82674, -0.02799, -1.84130)  -0.3551
C (12.44261, 1.56486, -1.26453)  0.1522
O (-10.69024, -1.51770, -1.32157)  -0.4897
C (-3.19647, 0.09410, -1.54574)  -0.5280
H (10.31460, 0.99022, 0.97812)  0.4566
H (-8.63544, 1.63503, -2.16063)  0.3385
C (-10.08775, -2.71091, -0.82712)  0.6219
C (-8.20981, 2.77473, -0.10884)  -0.4174
H (-5.07197, 0.68134, -2.74926)  0.2713
H (3.27960, -3.24421, -0.84505)  0.4059
H (-1.08108, -2.52194, 3.46554)  0.3311
F (13.09082, 0.24453, -1.55954)  -0.2201
H (9.25488, 1.82488, -3.06962)  0.3201
H (-5.32247, 1.39543, -0.11870)  0.2617
C (10.07144, 1.08959, -2.66774)  -0.4708
H (7.06363, -0.31265, -2.45548)  0.5186
C (-9.17231, -3.29201, -1.89282)  -1.1994
H (5.52755, -1.61017, -1.20034)  0.1263

Summary:
- Total charge: +1
- Kohn-Sham gap: 6.3564 eV
- Highest occupied orbital energy: -11.20 eV
- Energy above the lowest of the compared OMol25 structures with the same formula, charge and spin: 385.0 kcal/mol


Record 2
A 2-piece molecular cluster, C33H64NO overall in a non-equilibrium geometry, computed with ωB97M-V/def2-TZVPD.

Each line ends with the Mulliken charge.
Element x y z (Å)
H (-5.09032, 2.27452, -1.08704)  0.2139
H (2.92799, -4.75946, 0.53296)  0.1134
H (6.05194, 4.74265, 2.44581)  0.2467
H (2.47984, -3.79868, -2.74263)  0.2264
C (0.55116, -3.82314, 2.87086)  -0.2918
H (2.26806, 4.01748, 1.97260)  0.2180
H (6.18265, -0.73052, -3.74417)  0.3381
H (4.81390, -4.09721, -0.33845)  0.2968
H (-6.16727, 2.71946, 2.05949)  0.3378
C (5.84851, -0.46515, -2.63330)  -0.4972
H (-7.96423, 2.52413, -2.77471)  0.3630
H (-7.97015, 2.28955, 1.70274)  0.1418
H (6.22223, -3.44342, 0.81892)  0.2629
O (0.79289, -4.60284, -1.89480)  -0.5207
H (6.68734, 1.61492, -3.04736)  0.2751
H (1.29524, -1.75034, -3.59003)  0.3055
H (-5.77381, 3.83225, -1.94355)  0.3184
H (-7.10046, -0.45889, 2.84320)  0.2718
C (-6.58656, 1.79823, -5.02837)  -0.2684
H (1.18755, 5.45204, 2.62504)  0.2869
H (0.57508, -2.95630, 3.68676)  0.1285
H (-3.94222, -4.26426, 2.91352)  0.2745
H (4.21419, 2.38459, 0.99746)  0.1928
H (-4.00495, -0.54342, 1.62930)  0.2748
H (-5.62654, 0.80687, 3.02357)  0.2237
H (-1.52481, -1.95668, 3.09984)  0.2975
C (1.44918, -3.29399, 1.60345)  -0.2554
H (0.48030, -3.22513, -4.16209)  0.3398
C (2.87682, -4.14714, 1.54766)  -0.3498
H (4.04484, -1.53708, -0.86559)  0.1935
C (-4.57091, -2.05274, 3.27611)  -0.4404
H (2.98467, 7.19937, 1.29045)  0.2990
C (-6.08050, 2.83213, -1.36823)  -0.3794
H (5.72946, 2.05857, 2.18232)  0.3085
C (6.51477, 0.94342, -2.07579)  -0.5896
H (4.31343, 4.15704, 2.88052)  0.3527
C (-5.26307, 0.26734, -3.36929)  -0.2145
H (3.73078, -1.93746, 1.74267)  0.2858
H (-5.58292, 0.57691, 0.19087)  0.0052
H (-3.44977, -3.04622, 1.48572)  0.2045
H (-1.17553, -3.88622, 1.28305)  0.1539
H (-6.40334, 4.32899, 0.31895)  0.2634
H (3.64769, 6.30199, 2.83561)  0.2727
H (7.32938, -1.59052, -1.16419)  0.2519
H (4.86184, 2.56786, -1.82492)  0.2204
H (3.88182, 4.68904, 0.01758)  0.1006
H (7.29381, 2.26204, 0.28791)  0.3676
C (1.90020, 5.12421, 1.74768)  -0.8395
H (4.72390, 1.03533, -0.64323)  0.2161
H (-0.20941, -2.31453, -2.82418)  0.2944
H (-7.34387, 2.62857, -5.41883)  0.2691
C (-4.72219, -0.14648, -4.87337)  -0.4315
C (5.11020, -1.77329, -0.41216)  -0.2790
H (1.32513, 5.12281, 0.72505)  0.2618
C (-7.02900, 1.94637, -2.37071)  -0.5458
C (-3.51524, -3.19346, 2.66848)  -0.4710
C (-4.98704, -1.11364, 1.97531)  -0.7422
C (-1.03504, -4.09377, 2.42666)  -0.3523
H (6.14643, -2.75137, -2.21351)  0.2566
C (5.28815, 2.76539, 1.34986)  -0.5525
H (6.43285, 3.82077, -0.42015)  0.1887
H (-5.37941, -1.75102, 1.06616)  0.2877
C (4.10814, -3.04920, 1.68272)  -0.6254
H (-3.94238, -0.97280, -5.16814)  0.2918
H (0.87484, -3.54877, 0.61514)  -0.8406
C (5.14883, -3.24157, 0.38788)  -0.5672
C (4.39777, 5.32469, 0.88104)  -0.2604
H (-1.34300, -5.22683, 2.64071)  0.2102
H (4.66912, -0.34750, -2.67857)  0.1944
H (1.77328, -2.87722, -1.40062)  0.0962
C (0.73527, -2.63547, -3.27547)  -1.1890
C (-5.57167, 0.82536, -5.93358)  -0.4022
C (5.44437, 1.81726, -1.13703)  -0.5295
C (-6.92752, 3.32008, -0.04640)  -0.5440
H (-8.04614, 3.63604, -0.29118)  0.3167
H (5.19798, 6.05511, 0.40764)  0.3028
H (5.42939, -0.97938, 0.41810)  0.0247
N (-6.30857, 1.36953, -3.57438)  0.2019
H (-4.09240, -1.43216, 4.16425)  0.2864
C (-6.15948, 0.00144, 2.32139)  -0.4467
C (6.24623, -1.72799, -1.62555)  -0.4762
H (2.99893, -4.91128, 2.42672)  0.4072
C (-1.99322, -3.02451, 3.28206)  -0.6627
H (4.65843, -3.29304, 2.70861)  0.2765
H (-7.44118, 1.01160, -1.75757)  0.0534
C (3.22501, 6.13728, 1.73484)  -0.5506
C (-6.52707, 0.73575, 0.86410)  -0.0728
C (1.53960, -3.46305, -2.29448)  0.1956
H (-7.44848, 0.11642, 0.44006)  0.2065
H (0.99748, -4.82745, 3.30363)  0.2654
H (-1.94953, -3.26681, 4.44347)  0.2109
C (5.07542, 4.26738, 1.97418)  -0.7201
H (-4.92470, -0.19704, -2.34920)  0.2700
C (6.25224, 2.72363, 0.01192)  -0.3928
C (-6.87424, 2.29458, 1.22936)  -0.6058
H (7.52975, 0.78527, -1.51029)  0.2950
H (-5.47028, 0.79045, -7.11219)  0.2569
H (0.59777, -5.12067, -2.69454)  0.2807
H (-5.54569, -2.64960, 3.61781)  0.2618

Summary:
- Total charge: -1
- Kohn-Sham gap: 3.6212 eV
- Highest occupied orbital energy: -1.34 eV